Record 1
C26H59CdN3O14 as an isolated structure in a non-equilibrium geometry, computed with ωB97M-V/def2-TZVPD.

Summary:
highest occupied orbital energy: -6.64 eV
maximum force: 2.19 eV/Å
orbital gap: 4.81 eV

```
103
Properties=species:S:1:pos:R:3:lowdin_charge:R:1
Cd 2.084 -19.477 -14.869 1.443
O 7.620 -16.874 -11.857 -0.055
O 5.195 -13.583 -7.727 -0.184
O 3.397 -25.237 -16.283 0.087
O 3.046 -21.172 -14.199 -0.285
O 6.925 -15.262 -18.107 -0.182
O -1.440 -15.235 -15.391 -0.205
O 3.576 -18.265 -14.070 -0.449
O 5.985 -25.564 -15.260 0.065
O 5.712 -9.414 -21.014 -0.178
O 0.829 -18.036 -15.750 -0.108
O 4.409 -19.590 -12.022 0.129
O 5.381 -21.839 -12.590 -0.057
O 1.609 -13.457 -12.837 -0.222
O 2.077 -18.832 -6.673 -0.191
N 5.278 -12.052 -18.482 -0.072
N 0.719 -12.306 -15.639 -0.056
N 3.523 -16.842 -7.995 -0.049
C 6.072 -13.015 -6.776 -0.111
C 3.911 -16.909 -13.825 -0.367
C 0.890 -11.639 -14.372 -0.229
C 4.193 -16.596 -12.372 -0.098
C 3.252 -23.188 -15.236 -0.012
C 2.200 -17.223 -8.501 -0.210
C 6.109 -10.598 -20.383 -0.268
C 1.969 -12.248 -13.512 -0.231
C 6.817 -8.569 -21.284 -0.109
C 3.940 -24.391 -15.606 -0.357
C 5.712 -23.700 -13.944 0.007
C 7.485 -16.011 -17.086 -0.144
C 2.348 -13.575 -11.620 -0.096
C -2.797 -15.561 -15.080 -0.083
C 2.847 -19.957 -6.331 -0.108
C 1.939 -18.651 -8.062 -0.242
C 3.851 -15.477 -8.359 -0.223
C -1.154 -13.892 -15.185 -0.260
C 4.967 -11.057 -19.486 -0.214
C 0.317 -13.701 -15.509 -0.207
C 4.905 -14.913 -7.408 -0.259
C 6.358 -14.032 -17.673 -0.217
C 5.289 -24.609 -14.962 -0.374
C 3.736 -22.275 -14.388 -0.332
C 6.121 -13.161 -18.874 -0.224
C 5.016 -22.587 -13.564 -0.333
H 4.320 -15.471 -9.347 0.111
H 3.630 -19.695 -11.463 0.127
H 0.891 -18.888 -8.301 0.126
H -0.001 -11.411 -13.768 0.124
H 7.137 -16.501 -11.112 0.023
H 4.580 -15.055 -6.366 0.127
H 3.394 -13.708 -11.917 0.078
H 7.373 -8.950 -22.155 0.089
H 4.140 -19.072 -12.870 0.044
H 2.376 -20.879 -6.701 0.090
H 6.967 -13.640 -6.682 0.089
H 2.020 -14.532 -11.215 0.079
H 0.022 -11.856 -16.221 0.110
H -3.042 -16.519 -15.531 0.087
H 6.750 -23.759 -13.644 0.118
H 1.441 -16.502 -8.172 0.121
H 3.412 -16.927 -6.987 0.107
H 6.993 -10.470 -19.737 0.121
H 4.657 -10.170 -18.925 0.120
H 4.819 -20.541 -12.276 0.069
H 0.921 -14.267 -14.803 0.102
H -1.827 -13.187 -15.688 0.128
H 6.374 -12.005 -7.046 0.086
H 0.502 -14.050 -16.535 0.121
H 4.130 -11.283 -20.171 0.121
H 4.599 -15.604 -12.183 0.068
H 2.264 -23.034 -15.657 0.109
H 8.387 -15.572 -16.630 0.090
H 0.907 -17.888 -16.701 0.089
H 2.853 -12.539 -14.104 0.133
H 5.559 -12.929 -5.810 0.089
H 8.540 -16.645 -11.688 0.037
H 0.500 -17.190 -15.396 0.078
H 5.807 -15.528 -7.559 0.128
H 2.187 -12.744 -10.935 0.094
H -2.903 -15.439 -14.001 0.093
H 4.708 -16.582 -14.502 0.101
H 1.319 -10.642 -14.534 0.119
H 7.086 -12.796 -19.243 0.117
H 7.465 -8.353 -20.438 0.088
H 2.179 -17.271 -9.594 0.103
H -3.496 -14.879 -15.582 0.088
H 6.758 -16.209 -16.282 0.078
H 5.751 -13.684 -19.772 0.128
H 5.404 -14.311 -17.193 0.124
H 2.351 -11.434 -12.882 0.121
H 7.014 -13.539 -16.949 0.129
H 3.044 -20.063 -5.272 0.087
H 3.051 -16.287 -14.149 0.088
H 2.580 -19.334 -8.627 0.113
H -1.274 -13.619 -14.122 0.127
H 3.361 -16.826 -11.703 0.063
H 6.422 -11.392 -21.076 0.123
H 5.004 -17.264 -12.053 0.057
H 6.373 -7.673 -21.728 0.087
H 3.774 -19.911 -6.918 0.089
H 4.463 -12.309 -17.950 0.106
H 3.029 -14.744 -8.329 0.122
H 7.875 -17.000 -17.335 0.088
```



Record 2
C26H59Cr2F6N6O16S2 as an isolated structure in a non-equilibrium geometry, computed with ωB97M-V/def2-TZVPD.

Summary:
charge: +1
highest occupied orbital energy (alpha / beta): -10.35 / -10.35 eV
maximum force: 12.97 eV/Å
orbital gap (alpha / beta): 5.19 / 5.58 eV
spin multiplicity: 9

```
117
Properties=species:S:1:pos:R:3:lowdin_charge:R:1
Cr 4.263 -0.460 1.499 1.046
Cr 1.704 2.911 3.498 1.142
S 0.171 5.882 2.582 0.620
S -1.395 3.745 3.224 0.692
F 1.118 7.658 4.299 0.164
F -1.075 7.591 4.093 0.184
F -2.157 2.024 1.333 0.145
F -2.833 4.086 0.969 0.174
F 0.033 6.095 5.220 0.126
F -0.838 3.537 0.595 0.129
O 0.919 1.153 2.550 -0.090
O 3.838 0.995 1.113 -0.223
O -1.567 -0.218 -8.727 -0.197
O -0.921 6.160 1.689 -0.241
O -2.343 4.782 3.606 -0.256
O 1.426 6.214 1.979 -0.263
O 2.103 -0.528 1.776 -0.051
O 8.644 -0.301 1.429 -0.210
O -1.414 2.574 4.059 -0.287
O 2.988 2.894 1.718 -0.014
O 5.004 2.816 0.949 0.090
O 3.604 -0.926 -0.558 -0.250
O -1.494 0.322 -3.279 -0.205
O -3.633 -3.244 -1.352 -0.189
O -5.393 0.483 1.518 -0.189
O -2.625 -3.025 6.376 -0.182
N -3.119 -0.401 4.361 -0.050
N 3.948 2.247 1.229 -0.368
N -0.633 0.951 -6.135 -0.061
N 6.029 0.105 0.376 -0.073
N 0.239 4.324 3.110 -0.404
N -1.312 -2.973 -3.330 0.038
C -0.182 -0.345 1.070 0.045
C 1.042 0.105 1.879 -0.616
C -3.799 -0.583 3.077 -0.185
C -2.107 -1.390 4.746 -0.193
C -2.290 0.460 -7.740 -0.245
C 7.864 0.774 1.912 -0.211
C -1.904 0.212 -6.229 -0.173
C -2.076 -1.528 -8.994 -0.089
C 0.041 6.901 4.153 -0.669
C 0.204 0.752 -4.939 -0.206
C -4.230 -2.716 -0.163 -0.085
C 2.555 -1.682 -1.107 -0.073
C -2.910 -4.391 6.684 -0.100
C -1.601 -4.075 -2.408 -0.433
C -0.290 -4.842 -2.177 -0.056
C -1.860 3.311 1.421 -0.650
C -6.238 1.558 1.214 -0.113
C -0.460 1.185 -3.636 -0.244
C -2.495 -2.860 4.986 -0.235
C -2.295 0.883 -2.261 -0.095
C 4.483 -0.415 -1.529 -0.180
C 6.810 1.231 0.925 -0.191
C 9.625 -0.907 2.262 -0.078
C 5.560 0.523 -0.983 -0.143
C -4.826 0.548 2.815 -0.221
C -2.277 -3.595 -1.107 -0.208
H -0.582 0.498 0.511 0.061
H 6.212 2.002 1.413 0.076
H -0.080 -1.183 0.381 0.068
H -3.050 -0.588 2.282 0.087
H 5.070 -1.239 -1.947 0.140
H -2.646 0.482 4.493 0.077
H -2.316 -4.644 -3.008 0.141
H -3.970 -4.613 6.557 0.089
H -3.091 -1.458 -9.384 0.090
H -0.524 -5.771 -1.657 0.078
H -3.107 0.221 -1.961 0.090
H -1.762 1.131 -1.336 0.060
H -2.789 1.806 -2.579 0.097
H -1.314 -1.442 3.982 0.091
H -6.305 1.551 0.127 0.091
H 4.070 0.208 -2.324 0.149
H -4.264 1.481 2.966 0.099
H 2.991 -2.389 -1.820 0.105
H 1.165 1.231 -5.125 0.115
H -0.833 2.177 -3.927 0.130
H -0.971 -0.681 1.745 0.065
H -1.483 -1.954 -9.805 0.084
H -5.732 2.473 1.548 0.082
H 1.692 -1.210 -1.576 0.102
H -2.227 1.483 -8.118 0.124
H -3.375 0.296 -7.802 0.112
H -1.930 -0.867 -6.039 0.110
H 0.399 -0.330 -4.890 0.111
H -1.876 -2.147 -8.118 0.084
H -1.618 -3.442 4.679 0.114
H -7.225 1.641 1.677 0.091
H -2.103 -2.337 -3.224 0.061
H -2.316 -4.398 -0.365 0.130
H 9.928 -1.714 1.597 0.095
H -4.451 -1.457 3.090 0.118
H 8.510 1.571 2.290 0.137
H -4.827 -1.880 -0.527 0.088
H -2.671 0.632 -5.580 0.109
H 7.416 1.722 0.159 0.149
H 5.050 1.470 -0.803 0.109
H -3.332 -3.155 4.345 0.121
H 0.157 -5.096 -3.137 0.078
H 2.177 -2.408 -0.385 0.097
H -1.675 -2.718 -0.842 0.108
H -1.575 -1.013 5.619 0.122
H -3.456 -2.226 0.435 0.061
H 9.211 -1.380 3.156 0.089
H -2.280 -5.102 6.145 0.083
H 0.185 1.263 -2.752 0.115
H -2.652 -4.493 7.738 0.087
H 10.478 -0.292 2.550 0.094
H 0.424 -4.212 -1.642 0.058
H -0.055 0.488 -6.831 0.101
H -5.589 0.675 3.587 0.131
H -0.614 -2.384 -2.871 0.046
H 6.873 -0.419 0.127 0.132
H 6.329 0.619 -1.748 0.152
H 7.455 0.414 2.870 0.121
H -4.749 -3.480 0.412 0.094
```



Record 3
A 3-piece molecular cluster, C26H59IN8O7P3 overall in a non-equilibrium geometry, computed with ωB97M-V/def2-TZVPD.

Summary:
charge: +1
highest occupied orbital energy: -9.65 eV
maximum force: 6.22 eV/Å
orbital gap: 5.04 eV

```
104
Properties=species:S:1:pos:R:3:lowdin_charge:R:1
I -4.889 2.395 -6.628 1.026
P 3.002 -2.653 2.293 0.701
P -1.862 1.840 4.011 0.698
P 1.259 -0.402 -4.124 0.443
O -2.089 1.586 2.545 -0.310
O 0.871 1.596 -7.719 -0.008
O 1.601 -2.129 2.453 -0.301
O -0.014 3.539 -8.453 0.158
O 2.280 -0.856 -5.245 -0.092
O 1.122 1.054 -3.976 -0.244
O 1.870 -1.017 -2.788 -0.113
N -3.276 2.814 4.306 -0.346
N 3.600 -1.379 1.259 -0.336
N -2.122 0.267 4.634 -0.306
N 4.292 -3.745 1.794 -0.287
N -3.382 1.205 -5.835 -0.501
N -1.063 2.454 5.457 -0.286
N -2.461 0.826 -6.680 0.104
N 3.604 -2.416 3.878 -0.309
C 3.792 -5.139 1.721 -0.130
C -3.444 0.921 -4.548 -0.067
C -0.353 -1.248 -4.323 -0.123
C -2.502 -0.206 -2.524 -0.130
C -1.531 3.648 6.162 -0.126
C -2.449 -0.021 6.017 -0.133
C 5.120 -3.491 0.614 -0.125
C 4.109 -0.156 1.863 -0.122
C -1.189 -0.739 4.125 -0.139
C -2.087 -1.958 -0.792 -0.240
C -4.539 2.156 4.605 -0.129
C -0.827 4.153 -5.742 -0.073
C -3.477 3.842 3.292 -0.156
C 2.685 -1.055 0.175 -0.174
C 0.395 2.592 5.223 -0.130
C -2.812 -1.146 0.294 -0.091
C -0.447 -0.381 -7.184 -0.065
C 2.899 -3.172 4.913 -0.131
C 0.470 3.431 -6.148 -0.133
C -2.719 -1.706 -2.176 -0.190
C -1.444 -0.360 -4.838 -0.090
C -0.123 0.704 -8.219 -0.162
C -2.448 0.108 -3.990 -0.097
C 0.400 2.882 -7.552 -0.480
C 5.013 -2.337 4.213 -0.131
C -1.507 0.053 -6.197 -0.157
H -1.575 -1.746 4.295 0.084
H 3.191 -4.232 4.914 0.077
H -1.689 3.765 -6.290 0.044
H 5.487 -3.324 4.289 0.083
H 2.456 -0.115 -5.846 0.102
H -4.116 4.635 3.688 0.082
H -3.793 -1.862 -2.048 0.115
H -0.204 -2.140 -4.939 0.130
H 4.544 -3.416 -0.312 0.081
H -2.526 4.300 3.011 0.073
H -2.908 -1.011 6.076 0.087
H -4.554 1.769 5.624 0.056
H -1.085 -1.518 -0.856 0.095
H -2.338 -2.395 -2.926 0.101
H -2.517 3.490 6.586 0.076
H -2.425 -0.129 0.366 0.064
H 2.246 -1.965 -0.245 0.073
H -3.365 0.324 -2.114 0.120
H -0.602 -1.628 -3.338 0.074
H 3.438 0.247 2.632 0.085
H -4.766 1.338 3.910 0.086
H -2.621 -1.612 1.259 0.072
H -4.237 1.275 -3.908 0.127
H 0.486 -0.611 -6.686 0.085
H 3.106 -2.755 5.899 0.083
H -5.356 2.879 4.560 0.081
H 0.794 1.676 4.775 0.071
H 0.925 2.749 6.162 0.080
H 1.740 -0.363 -2.086 0.067
H 0.303 0.200 -9.088 0.135
H -0.799 -1.265 -7.722 0.146
H -3.167 0.680 6.431 0.054
H 1.821 -3.118 4.761 0.068
H -3.937 3.443 2.380 0.076
H 1.321 4.106 -6.052 0.132
H -2.026 -3.016 -0.551 0.111
H -1.566 -0.019 6.670 0.082
H -1.046 -0.630 3.051 0.054
H -0.205 -0.658 4.606 0.074
H -3.888 -1.077 0.121 0.080
H -0.970 4.014 -4.671 0.074
H 3.228 -0.552 -0.632 0.077
H 5.096 -0.310 2.298 0.058
H 3.242 -5.390 2.633 0.074
H 3.119 -5.286 0.871 0.080
H 5.830 -4.316 0.507 0.086
H -1.544 4.543 5.537 0.082
H 0.647 2.603 -5.464 0.065
H -0.775 5.220 -5.944 0.080
H 0.623 3.422 4.547 0.081
H 5.717 -2.594 0.740 0.076
H 4.249 0.609 1.097 0.082
H -1.644 0.202 -1.983 0.136
H -1.012 1.214 -8.585 0.121
H 5.581 -1.754 3.493 0.054
H 1.861 -0.408 0.505 0.085
H 4.619 -5.843 1.639 0.081
H 5.123 -1.836 5.177 0.088
H -0.862 3.833 7.007 0.085
```



Record 4
A 10-piece molecular cluster, C26H59N5O14 overall in a non-equilibrium geometry, computed with ωB97M-V/def2-TZVPD.

Summary:
charge: -1
highest occupied orbital energy (alpha / beta): 0.33 / -6.89 eV
maximum force: 4.26 eV/Å
orbital gap (alpha / beta): 1.66 / 8.82 eV
spin multiplicity: 2

```
104
Properties=species:S:1:pos:R:3:lowdin_charge:R:1
O -21.526 -14.945 30.404 0.129
O -18.830 -21.892 28.830 0.030
O -14.735 -16.192 34.051 -0.151
O -25.486 -15.393 32.904 0.002
O -12.536 -13.379 26.790 -0.016
O -13.184 -16.972 31.885 -0.107
O -18.780 -18.542 26.766 0.020
O -21.643 -15.341 28.298 0.062
O -20.723 -17.584 35.407 -0.126
O -16.859 -17.591 32.973 0.014
O -14.789 -20.302 28.699 -0.015
O -20.506 -21.712 30.241 0.130
O -19.669 -23.707 29.683 0.094
O -19.745 -14.624 28.957 0.097
N -20.508 -19.840 26.058 -0.148
N -24.657 -17.555 32.448 -0.188
N -13.374 -15.146 27.955 -0.192
N -18.086 -17.718 31.018 -0.154
N -13.654 -21.781 29.970 -0.167
C -19.711 -22.409 29.690 -0.652
C -13.294 -18.341 31.701 -0.200
C -19.690 -14.510 27.526 -0.027
C -24.648 -18.862 33.053 -0.070
C -13.845 -21.027 28.900 -0.439
C -19.425 -17.896 30.462 -0.045
C -12.409 -22.623 30.155 -0.109
C -18.408 -24.118 29.142 -0.328
C -15.490 -15.526 35.043 -0.140
C -21.353 -21.012 26.319 -0.050
C -20.534 -19.074 24.786 -0.057
C -17.077 -18.430 30.246 -0.042
C -21.003 -15.245 27.117 -0.327
C -20.949 -14.906 29.334 -0.606
C -14.757 -21.957 30.960 -0.090
C -19.407 -17.870 35.892 -0.163
C -23.616 -17.269 31.491 -0.054
C -17.874 -17.403 32.357 -0.289
C -18.516 -25.586 28.650 -0.120
C -14.534 -15.763 28.685 -0.022
C -12.283 -15.995 27.826 -0.076
C -13.411 -13.900 27.477 -0.353
C -22.049 -14.536 26.179 0.003
C -18.132 -22.920 28.283 -0.193
C -19.549 -19.430 26.934 -0.365
C -25.464 -16.618 33.012 -0.338
H -15.378 -16.759 33.618 0.018
H -12.725 -16.799 27.237 0.101
H -15.379 -15.088 28.822 0.079
H -19.159 -26.198 29.282 0.063
H -24.376 -19.654 32.356 0.088
H -20.201 -17.371 31.019 0.073
H -15.964 -16.365 35.551 0.080
H -19.055 -18.785 35.416 0.081
H -14.833 -22.937 31.432 0.036
H -17.347 -18.351 29.193 0.077
H -23.747 -18.890 33.666 0.086
H -25.571 -19.111 33.577 0.084
H -12.739 -23.647 29.980 0.040
H -22.595 -17.627 31.623 0.085
H -13.189 -18.844 32.662 0.081
H -19.512 -20.065 27.833 0.121
H -20.891 -21.558 27.142 0.072
H -12.007 -22.688 31.167 0.069
H -12.964 -21.179 28.257 0.121
H -15.741 -21.585 30.679 0.057
H -19.277 -17.582 36.935 0.084
H -19.706 -13.489 27.144 0.130
H -21.305 -17.825 36.131 0.064
H -13.695 -16.700 32.651 0.023
H -17.695 -24.045 29.963 0.108
H -23.632 -16.194 31.308 0.075
H -21.486 -18.637 24.484 0.072
H -14.927 -16.645 28.180 0.083
H -19.475 -17.482 29.455 0.076
H -12.570 -18.785 31.018 0.074
H -17.615 -26.200 28.656 0.037
H -14.394 -13.465 27.713 0.126
H -14.921 -14.896 35.726 0.076
H -19.819 -18.253 24.849 0.071
H -21.528 -21.702 25.494 0.079
H -18.793 -16.917 32.720 0.139
H -20.307 -19.622 23.872 0.077
H -17.202 -19.509 30.338 0.086
H -16.168 -14.796 34.601 0.079
H -18.735 -14.977 27.284 0.137
H -14.181 -18.784 31.248 0.044
H -26.288 -17.132 33.530 0.122
H -18.459 -23.110 27.261 0.127
H -22.420 -13.705 26.780 0.089
H -22.366 -20.694 26.567 0.080
H -21.529 -14.132 25.311 0.073
H -19.112 -25.755 27.753 0.066
H -14.277 -16.176 29.660 0.068
H -11.827 -16.305 28.766 0.097
H -22.823 -15.217 25.826 0.080
H -17.065 -22.706 28.216 0.122
H -18.605 -17.332 35.388 0.047
H -14.408 -21.156 31.612 0.068
H -16.062 -18.054 30.374 0.072
H -19.684 -18.954 30.412 0.087
H -11.453 -15.564 27.267 0.090
H -20.793 -16.268 26.805 0.141
H -11.622 -22.392 29.437 0.068
H -23.834 -17.478 30.444 0.089
```